1.
20
Properties=species:S:1:pos:R:3:forces:R:3:nbo_charge:R:1 method="wB97M-V/def2-TZVPD" lumo_energy_ev=0.35 smiles="CC(=O)/N=C1/CC=CS1.C=O" gap_ev=9.0071 charge=0 e_tot_ev=-23822.561
C -1.068 2.715 1.558 -3.142 -0.600 0.736 -0.68
C -0.847 1.301 1.181 -0.723 0.086 1.463 0.66
O -1.378 0.408 1.818 -1.194 -0.778 1.191 -0.64
N 0.020 1.033 0.273 3.793 -2.042 -3.752 -0.55
C 0.381 0.108 -0.573 -2.126 2.180 0.443 0.30
C 1.726 -0.409 -0.858 2.006 1.937 -0.247 -0.55
C 1.698 -1.197 -2.129 0.071 -0.318 1.116 -0.19
C 0.489 -1.342 -2.650 1.471 -0.183 -1.223 -0.40
S -0.730 -0.487 -1.805 -1.371 0.451 0.193 0.36
H -0.243 3.115 2.073 1.161 0.652 0.328 0.24
H -1.336 3.241 0.642 0.060 0.517 0.308 0.23
H -1.951 2.641 2.315 1.427 0.584 -1.491 0.24
H 2.475 0.475 -0.863 -1.144 -1.285 -0.192 0.26
H 1.989 -0.956 0.019 0.425 -0.814 0.604 0.29
H 2.536 -1.761 -2.498 0.335 0.249 -0.113 0.22
H 0.453 -1.817 -3.635 -0.963 0.038 0.546 0.25
C -1.047 -1.736 1.285 0.262 0.001 -1.660 0.34
O 0.046 -1.974 0.861 1.191 -0.259 -0.768 -0.60
H -1.300 -1.890 2.240 -0.628 -0.706 4.219 0.11
H -1.915 -1.468 0.746 -0.910 0.289 -1.700 0.11



2.
89
Properties=species:S:1:pos:R:3:forces:R:3:lowdin_charge:R:1 method="wB97M-V/def2-TZVPD" lumo_energy_ev=1.48 gap_ev=5.7674 charge=-1 e_tot_ev=-398183.939
C 2.620 -0.823 -1.047 0.716 -0.339 0.216 -0.11
C 2.583 -1.184 0.110 -0.552 -0.381 0.053 -0.21
B 2.325 -1.591 1.636 1.038 -1.255 -0.637 -0.87
C 3.260 -2.864 2.066 0.706 0.755 1.384 -0.29
C 3.728 -2.724 3.550 -0.452 -0.362 0.063 -0.26
C 2.672 -3.230 4.543 0.585 0.238 0.163 -0.18
F 3.321 -4.057 5.508 -0.301 0.019 -0.024 -0.13
P 0.404 -1.846 1.880 -0.454 1.384 0.409 0.54
O 0.074 -1.514 3.514 0.499 -0.426 -0.304 -0.41
Cl -0.079 -3.893 1.653 0.295 -0.006 0.356 0.13
H 2.583 -0.209 -1.918 0.485 -0.700 -0.239 -0.03
H 2.619 -0.641 2.305 -0.364 0.201 0.087 0.00
H 2.752 -3.829 1.969 0.156 0.066 -0.051 0.03
H 4.183 -2.898 1.476 -0.268 0.005 -0.104 0.06
H 3.999 -1.686 3.822 -0.412 -0.712 -0.302 -0.03
H 4.643 -3.310 3.722 -0.228 -0.043 0.038 0.10
H 1.889 -3.831 4.071 0.160 0.003 0.043 0.10
H 2.212 -2.415 5.110 -0.072 -0.146 -0.106 0.09
H -0.474 -0.724 3.461 -0.129 -0.225 0.189 0.01
C 3.517 -6.010 -0.774 -0.275 0.126 0.068 -1.01
Cl 5.223 -6.355 -1.130 0.035 -0.110 -0.019 0.47
Cl 3.207 -4.285 -0.635 -0.031 -0.195 -0.508 0.62
H 2.910 -6.413 -1.578 0.091 0.010 -0.051 0.01
H 3.257 -6.489 0.164 0.115 0.023 0.025 0.03
C 3.344 0.680 5.636 -0.030 0.034 -0.286 -1.06
Cl 2.049 0.307 6.786 0.055 -0.038 0.089 0.50
Cl 2.694 1.249 4.093 -0.085 0.278 0.290 0.52
H 3.973 1.456 6.059 -0.075 0.017 0.032 0.03
H 3.931 -0.226 5.478 -0.709 0.626 -0.182 -0.13
C -1.755 -0.868 -1.997 0.415 -0.340 -0.159 -1.00
Cl -3.513 -1.059 -1.811 -0.133 0.091 -0.072 0.47
Cl -0.864 -1.773 -0.774 -0.733 0.718 -0.535 0.46
H -1.472 -1.227 -2.983 -0.154 -0.059 -0.003 0.02
H -1.510 0.184 -1.901 -0.073 -0.003 0.061 -0.05
C 0.090 1.964 0.299 -0.148 -0.054 -0.212 -0.98
Cl 0.984 3.286 1.070 -0.056 0.026 0.061 0.53
Cl 1.020 1.200 -0.997 -1.134 1.430 0.335 0.64
H -0.129 1.204 1.046 0.142 -0.044 -0.023 0.02
H -0.835 2.362 -0.112 0.785 0.025 0.348 -0.12
C -4.542 2.595 -0.589 -0.027 -0.273 -0.092 -0.96
Cl -2.800 2.431 -0.815 -0.763 0.129 -0.195 0.64
Cl -5.035 4.299 -0.507 0.062 0.017 0.007 0.56
H -5.049 2.124 -1.424 0.048 0.075 -0.048 0.03
H -4.821 2.109 0.339 0.060 0.094 0.047 0.04
C 5.661 -1.963 7.941 -0.012 -0.148 -0.038 -0.97
Cl 5.387 -1.544 6.251 0.741 -0.629 0.352 0.63
Cl 5.275 -0.616 9.025 0.027 -0.016 0.068 0.50
H 5.029 -2.807 8.193 -0.093 0.080 -0.036 0.03
H 6.705 -2.224 8.070 0.009 0.105 -0.016 0.02
C -6.443 -3.676 -2.059 0.121 -0.087 0.128 -1.02
Cl -6.878 -1.971 -2.232 -0.059 0.020 0.041 0.48
Cl -6.483 -4.521 -3.611 -0.011 0.017 0.048 0.47
H -5.438 -3.739 -1.654 0.038 0.087 -0.118 0.01
H -7.148 -4.148 -1.385 -0.068 0.043 -0.071 0.02
C 7.113 0.035 2.578 -0.126 0.131 -0.109 -0.98
Cl 5.370 -0.116 2.799 0.556 0.349 -0.330 0.64
Cl 8.015 -1.104 3.595 0.092 0.008 -0.018 0.49
H 7.349 -0.168 1.539 -0.021 -0.108 0.034 0.03
H 7.415 1.043 2.838 0.013 -0.047 0.097 0.02
C -3.812 7.085 -3.054 -0.105 -0.103 -0.010 -1.02
Cl -2.948 8.418 -2.273 -0.045 0.028 0.041 0.51
Cl -2.864 6.364 -4.356 -0.035 -0.001 0.005 0.51
H -4.019 6.322 -2.312 0.122 0.007 0.016 -0.03
H -4.739 7.467 -3.467 0.068 0.074 -0.037 0.02
C -1.395 -5.230 -3.367 0.198 -0.111 0.069 -1.01
Cl -2.718 -4.135 -3.813 -0.056 -0.031 -0.049 0.50
Cl -0.303 -4.492 -2.198 0.060 -0.402 -0.240 0.51
H -1.822 -6.127 -2.931 -0.079 0.074 0.033 0.02
H -0.838 -5.481 -4.262 -0.041 0.101 -0.033 0.02
C -8.579 4.590 0.065 0.060 0.024 -0.025 -1.05
Cl -9.666 3.686 -0.998 0.020 0.029 -0.059 0.49
Cl -8.872 4.216 1.768 0.046 0.041 0.018 0.50
H -7.556 4.324 -0.177 -0.148 -0.056 0.048 -0.06
H -8.740 5.650 -0.092 -0.098 -0.029 0.032 0.03
C 3.318 4.091 -1.718 -0.019 -0.111 0.126 -1.04
Cl 2.843 5.792 -1.817 0.013 0.056 0.047 0.48
Cl 3.349 3.330 -3.313 0.029 -0.056 -0.026 0.49
H 4.307 4.026 -1.280 0.025 0.068 -0.093 0.03
H 2.600 3.568 -1.099 -0.051 0.008 -0.083 -0.06
C 0.268 8.679 -4.660 -0.139 -0.035 0.011 -1.04
Cl 1.706 9.625 -4.247 -0.027 0.058 0.012 0.49
Cl 0.678 7.020 -5.095 0.016 -0.018 -0.029 0.49
H -0.395 8.659 -3.802 0.076 -0.044 0.038 -0.02
H -0.227 9.148 -5.503 0.090 -0.003 -0.032 0.02
C -5.998 -3.610 -7.596 -0.064 0.090 0.066 -1.03
Cl -5.987 -5.227 -6.888 -0.042 -0.063 -0.067 0.48
Cl -4.513 -3.278 -8.496 -0.023 0.052 -0.019 0.50
H -6.840 -3.532 -8.274 0.052 -0.072 -0.043 0.02
H -6.091 -2.883 -6.797 0.097 -0.055 0.040 0.02



3.
79
Properties=species:S:1:pos:R:3:forces:R:3:lowdin_charge:R:1 method="wB97M-V/def2-TZVPD" lumo_energy_ev=2.29 gap_ev=8.8677 charge=-1 e_tot_ev=-58263.594
Hg 10.096 -32.955 -5.765 0.161 -1.100 -0.561 1.13
B 11.323 -35.037 -5.243 -0.913 0.365 -0.475 -0.43
H 11.486 -34.672 -6.330 0.284 0.292 -1.725 -0.05
H 11.430 -34.106 -4.562 0.593 0.929 1.732 -0.08
H 10.247 -35.466 -5.162 -1.549 -0.878 0.300 -0.05
H 12.127 -35.842 -5.092 1.052 -0.904 0.559 -0.02
B 11.958 -31.508 -5.913 0.316 0.367 0.196 -0.46
H 12.777 -30.711 -6.038 0.972 1.276 -0.038 0.01
H 11.966 -31.976 -4.863 0.709 -0.436 1.549 -0.03
H 10.962 -30.920 -5.981 -1.428 0.981 -0.108 -0.02
H 12.043 -32.300 -6.738 0.461 -0.899 -1.134 0.01
C 10.683 -31.717 -10.074 -0.808 -0.633 0.874 -0.64
F 11.717 -31.309 -9.330 0.195 0.243 -0.307 0.11
F 9.713 -30.784 -9.950 0.082 -0.228 -0.063 0.10
F 11.032 -31.755 -11.360 0.151 -0.005 0.086 0.13
S 10.181 -33.431 -9.426 0.937 -0.575 -1.101 0.48
O 11.404 -34.161 -9.677 -0.447 0.298 0.070 -0.30
O 9.914 -33.208 -8.013 -0.636 0.466 0.063 -0.41
O 9.023 -33.849 -10.179 0.042 0.476 0.078 -0.31
C 10.576 -28.503 -1.500 0.356 0.244 0.306 -0.05
C 11.077 -28.761 -2.911 0.176 0.244 0.190 -0.48
C 12.089 -27.713 -3.359 -0.185 -0.211 0.869 -0.04
O 11.606 -30.082 -2.952 -0.330 -0.052 -0.258 -0.06
H 11.233 -28.922 -0.735 0.102 -0.285 -0.228 0.09
H 9.571 -28.887 -1.331 -0.020 0.064 0.002 0.06
H 10.617 -27.429 -1.312 -0.462 0.033 -0.016 0.07
H 10.225 -28.631 -3.592 -0.059 -0.407 -0.095 0.14
H 12.322 -27.875 -4.408 0.089 0.410 -0.018 0.05
H 12.993 -27.717 -2.745 0.099 -0.352 -0.111 0.09
H 11.616 -26.759 -3.120 0.083 0.246 -0.750 0.08
H 11.992 -30.249 -3.829 -0.028 -0.116 0.019 0.05
C 10.511 -33.157 -1.551 0.519 -0.517 0.032 -0.05
C 9.287 -32.882 -2.402 0.066 -0.116 -0.106 -0.45
C 8.235 -32.048 -1.679 0.011 -0.598 -0.059 -0.04
O 9.634 -32.202 -3.618 -0.437 0.123 0.425 -0.15
H 11.358 -33.517 -2.140 -0.048 0.590 -0.405 0.08
H 10.388 -34.039 -0.916 -0.568 0.364 0.412 0.08
H 10.782 -32.276 -0.967 0.192 -0.105 0.057 0.08
H 8.890 -33.855 -2.700 -0.189 0.171 -0.196 0.14
H 8.084 -32.498 -0.695 -0.123 0.327 0.100 0.08
H 7.291 -32.048 -2.218 -0.076 -0.098 -0.037 0.06
H 8.548 -31.006 -1.610 0.199 -0.058 0.267 0.07
H 10.215 -31.455 -3.395 0.285 0.125 -0.028 0.06
C 10.158 -27.019 -8.657 -0.198 -0.055 -0.880 -0.05
C 11.148 -27.980 -8.018 -0.022 -0.609 -0.920 -0.47
C 12.219 -27.265 -7.197 -0.147 0.152 0.480 -0.05
O 10.447 -29.044 -7.386 -0.042 0.476 1.001 -0.08
H 9.258 -27.490 -9.061 0.152 -0.526 0.286 0.07
H 10.631 -26.640 -9.568 0.071 0.507 0.254 0.08
H 9.787 -26.202 -8.038 0.412 0.028 0.213 0.07
H 11.671 -28.540 -8.806 0.127 0.660 -0.322 0.13
H 11.839 -26.444 -6.581 -0.291 -0.105 -0.016 0.07
H 12.964 -26.815 -7.854 0.011 -0.131 -0.103 0.08
H 12.729 -27.946 -6.514 0.077 -0.160 -0.245 0.06
H 11.115 -29.727 -7.225 -0.264 -0.148 0.150 0.03
C 15.432 -32.976 -4.989 0.705 0.429 -0.003 -0.04
C 15.937 -31.735 -5.743 -0.584 -0.341 -1.083 -0.49
C 17.345 -31.933 -6.304 -0.074 0.537 0.397 -0.07
O 15.080 -31.434 -6.849 -0.129 -0.087 0.529 -0.08
H 15.296 -33.834 -5.646 0.023 0.112 -0.169 0.09
H 14.487 -32.781 -4.483 0.000 0.000 0.047 0.07
H 16.217 -33.218 -4.267 -0.289 -0.194 0.257 0.07
H 15.854 -30.851 -5.096 0.625 -0.192 0.330 0.13
H 17.407 -32.661 -7.113 -0.354 -0.388 0.310 0.08
H 17.977 -32.215 -5.458 0.309 -0.087 -0.270 0.07
H 17.737 -31.023 -6.764 -0.096 0.194 0.291 0.07
H 14.209 -31.336 -6.421 0.076 -0.076 -0.789 0.00
C 6.624 -30.878 -4.816 -0.094 0.450 0.327 -0.07
C 7.076 -30.676 -6.252 1.079 0.608 1.632 -0.43
C 7.061 -29.189 -6.622 -1.742 -0.998 -1.052 -0.04
O 8.459 -31.091 -6.314 -0.468 -0.378 -0.187 -0.12
H 6.736 -31.916 -4.508 -0.121 -0.051 -0.055 0.07
H 5.592 -30.541 -4.682 -0.089 -0.235 -0.052 0.08
H 7.231 -30.265 -4.147 0.120 -0.064 -0.004 0.07
H 6.422 -31.328 -6.832 0.478 0.227 -0.784 0.14
H 7.396 -28.512 -5.841 0.355 -0.190 0.032 0.09
H 6.006 -28.975 -6.832 0.061 0.403 0.101 0.08
H 7.569 -29.072 -7.579 0.304 0.294 0.185 0.08
H 8.997 -30.290 -6.389 0.192 -0.120 -0.255 0.05



4.
5
Properties=species:S:1:pos:R:3:forces:R:3:mulliken_spin:R:1 method="wB97M-V/def2-TZVPD" lumo_energy_ev="-1.20 / -1.19" s2=3.77 gap_ev="4.2237 / 5.3101" multiplicity=4 charge=0 e_tot_ev=-40926.685
H 0.701 -0.531 -0.052 1.585 0.072 0.865 0.07
Co 1.700 1.091 1.000 -0.492 -0.750 -0.298 2.88
O -1.132 0.096 -0.652 -0.240 1.395 -2.087 0.03
C -0.175 0.454 -1.260 -1.864 -1.460 2.284 0.02
Li -1.094 -1.109 0.965 1.010 0.743 -0.764 0.00



Copy entry 4 word for word.
5
Properties=species:S:1:pos:R:3:forces:R:3:mulliken_spin:R:1 method="wB97M-V/def2-TZVPD" lumo_energy_ev="-1.20 / -1.19" s2=3.77 gap_ev="4.2237 / 5.3101" multiplicity=4 charge=0 e_tot_ev=-40926.685
H 0.701 -0.531 -0.052 1.585 0.072 0.865 0.07
Co 1.700 1.091 1.000 -0.492 -0.750 -0.298 2.88
O -1.132 0.096 -0.652 -0.240 1.395 -2.087 0.03
C -0.175 0.454 -1.260 -1.864 -1.460 2.284 0.02
Li -1.094 -1.109 0.965 1.010 0.743 -0.764 0.00